No. 1
Below is CH2Cl2NO3P in the gas phase in a non-equilibrium geometry, with properties calculated with ωB97M-V with the def2-TZVPD basis set.

HOMO-LUMO gap   8.799 eV
Total energy   -43031.5182 eV
SMILES   C=P(Cl)(Cl)O[N+](=O)[O-]
Highest occupied orbital energy   -9.2266 eV
Energy relative to the best compared isomer or geometry (same formula, charge and spin)   71.8 kcal/mol
LUMO   -0.43 eV
Maximum force   0.0458 Eh/bohr

The geometry in XYZ format:
```
10
CH2Cl2NO3P | the Open Molecules 2025 dataset | ωB97M-V with the def2-TZVPD basis set
C -1.226 -1.062 -0.076
N 0.191 1.909 -0.299
O 0.163 2.721 -1.146
O -0.190 1.875 0.819
O 0.862 0.598 -0.736
P 0.422 -0.779 0.095
Cl 1.838 -0.624 1.744
Cl 1.415 -2.204 -0.827
H -1.909 -0.392 0.324
H -1.565 -2.042 0.102
```

Löwdin atomic charge list, values in e, 2 entries: -0.24, -0.38


No. 2
Below is C8H10 in the gas phase in a non-equilibrium geometry, with properties calculated with ωB97M-V with the def2-TZVPD basis set.

HOMO-LUMO gap   9.844 eV
Total energy   -8454.8703 eV
SMILES   C1=C2CC[C@@H]3[C@H](C1)[C@H]23
Highest occupied orbital energy   -8.6777 eV
Energy relative to the best compared isomer or geometry (same formula, charge and spin)   78.4 kcal/mol
LUMO   1.17 eV
Maximum force   0.0637 Eh/bohr

The geometry in XYZ format:
```
18
C8H10 | the Open Molecules 2025 dataset | ωB97M-V with the def2-TZVPD basis set
C -1.332 0.442 -0.728
C -0.102 1.258 -0.074
C 1.404 0.738 0.125
C 1.777 -0.576 -0.336
C 0.612 -1.402 0.159
C -1.706 -0.648 0.359
C -0.238 -0.720 0.882
C 0.324 0.625 1.130
H -1.233 -0.023 -1.782
H -2.199 1.137 -0.864
H -0.160 2.303 -0.118
H 2.149 1.506 0.052
H 1.707 -0.657 -1.424
H 2.842 -0.860 -0.093
H 0.331 -2.282 -0.360
H -2.443 -0.369 1.126
H -1.934 -1.646 -0.116
H 0.201 1.173 2.063
```

Löwdin atomic charge list, values in e, 2 entries: -0.11, -0.14


No. 3
Below is a molecular structure, C8H8NO in a non-equilibrium geometry, with properties calculated with ωB97M-V with the def2-TZVPD basis set.

HOMO-LUMO gap   7.845 eV
Total energy   -11952.8458 eV
Highest occupied orbital energy   -13.4934 eV
Net charge   +1
Energy relative to the best compared isomer or geometry (same formula, charge and spin)   28.0 kcal/mol
LUMO   -5.65 eV
Maximum force   0.1034 Eh/bohr

The geometry in XYZ format:
```
18
C8H8NO | the Open Molecules 2025 dataset | ωB97M-V with the def2-TZVPD basis set
C -0.809 1.766 0.183
C -2.101 1.133 0.236
C 1.818 -0.439 1.343
C 1.390 0.893 1.147
C 0.893 -1.237 0.746
C 0.279 0.909 0.321
C -1.936 -0.239 0.528
C -0.512 -0.933 -1.273
N -0.075 -0.449 0.135
O -2.415 -1.108 1.166
H -0.572 2.771 0.314
H -3.006 1.609 0.060
H 2.698 -0.913 1.751
H 2.094 1.656 1.386
H 0.685 -2.295 0.898
H -0.685 -0.090 -2.002
H 0.257 -1.618 -1.675
H -1.444 -1.352 -1.408
```

Löwdin atomic charge list, values in e, 2 entries: 0.10, 0.08


No. 4
Below is C4H4BBrO3 in the gas phase in a non-equilibrium geometry, with properties calculated with ωB97M-V with the def2-TZVPD basis set.

HOMO-LUMO gap   8.712 eV
Total energy   -81071.9834 eV
Highest occupied orbital energy   -8.9716 eV
Energy relative to the best compared isomer or geometry (same formula, charge and spin)   79.8 kcal/mol
LUMO   -0.26 eV
Maximum force   0.0953 Eh/bohr

The geometry in XYZ format:
```
13
C4H4BBrO3 | the Open Molecules 2025 dataset | ωB97M-V with the def2-TZVPD basis set
B -1.286 0.148 -0.748
C 1.384 0.725 -0.747
C 1.954 -0.280 1.189
C 0.130 0.472 -0.558
C 0.743 -0.512 1.464
O 2.330 0.463 0.093
O -2.178 1.057 -0.186
O -1.697 -0.944 -1.418
Br -0.334 -1.174 2.819
H 1.711 1.099 -1.751
H 2.927 -0.688 1.502
H -3.017 0.618 -0.245
H -2.667 -0.983 -1.416
```

Löwdin atomic charge list, values in e, 2 entries: -0.78, -0.22


No. 5
Below is a molecular structure, C30H57Be2BrCl3MgN4O13S3 in a non-equilibrium geometry, with properties calculated with ωB97M-V with the def2-TZVPD basis set.

HOMO-LUMO gap   1.541 eV
Total energy   -210941.5502 eV
Highest occupied orbital energy   -8.8801 eV
Net charge   +1
LUMO   -7.34 eV
Maximum force   0.0539 Eh/bohr

The geometry in XYZ format:
```
114
C30H57Be2BrCl3MgN4O13S3 | the Open Molecules 2025 dataset | ωB97M-V with the def2-TZVPD basis set
C 1.357 -3.001 -5.278
C 1.391 -2.062 -4.265
C 1.899 -2.280 -2.869
C 0.874 -2.930 -1.893
C -0.621 -2.771 -2.217
C -1.169 -1.346 -1.887
C -0.404 -0.253 -2.648
C -0.748 1.198 -2.196
C -2.037 1.796 -2.823
C -3.202 1.602 -1.805
C 1.179 -2.560 -0.412
C 1.270 -1.138 0.063
C 1.699 -1.230 1.573
C 1.090 -0.097 2.391
C 0.639 -0.637 3.751
O 2.592 -3.033 -0.376
C 2.542 -4.250 -0.819
O 3.364 -5.068 -0.426
C 1.348 -4.422 -1.755
C 0.430 -5.399 -1.045
C 0.970 -6.824 -0.858
C 1.113 -7.120 0.662
C 2.081 -8.278 0.972
N 3.483 -7.890 1.094
N 1.538 -5.020 -3.120
C 2.523 -5.520 -3.485
S 3.754 -6.340 -4.148
H 0.477 -3.640 -5.363
H 2.147 -3.063 -6.028
H 1.047 -1.053 -4.510
H 2.810 -2.862 -2.966
H 2.217 -1.309 -2.515
H -1.217 -3.498 -1.675
H -0.859 -2.958 -3.264
H -2.201 -1.299 -2.226
H -1.224 -1.225 -0.811
H 0.668 -0.289 -2.503
H -0.640 -0.298 -3.710
H -0.778 1.255 -1.110
H 0.121 1.788 -2.497
H -1.849 2.852 -2.966
H -2.212 1.267 -3.754
H -4.003 1.024 -2.255
H -2.809 1.022 -0.989
H -3.505 2.589 -1.493
H 0.652 -3.150 0.325
H 0.320 -0.631 0.056
H 2.026 -0.530 -0.421
H 1.397 -2.170 2.024
H 2.784 -1.154 1.549
H 0.214 0.331 1.909
H 1.778 0.770 2.558
H -0.028 -1.482 3.633
H 0.049 0.146 4.217
H 1.482 -0.852 4.405
H -0.483 -5.481 -1.746
H 0.059 -5.050 -0.085
H 1.970 -6.992 -1.269
H 0.282 -7.559 -1.258
H 1.555 -6.222 1.100
H 0.143 -7.228 1.141
H 1.939 -9.072 0.244
H 1.793 -8.658 1.950
H 3.569 -6.970 1.502
H 3.868 -7.813 0.160
Be 3.180 -7.404 -5.995
Br 5.381 -4.949 -0.132
Cl -3.488 2.099 1.276
C -4.768 1.336 2.252
C -4.875 -0.145 1.993
Cl -5.490 -0.507 0.358
H -5.702 1.849 2.040
H -4.514 1.505 3.297
H -5.574 -0.591 2.698
H -3.912 -0.637 2.104
N 0.747 3.508 1.599
O 0.163 3.822 0.570
O 1.996 3.729 1.711
O 0.145 2.943 2.535
C 0.106 7.920 1.061
O -0.277 7.127 1.902
N -0.422 8.041 -0.165
C 0.073 9.004 -1.128
C -1.528 7.170 -0.533
H 0.939 8.618 1.249
H -0.729 9.689 -1.407
H 0.424 8.482 -2.021
H 0.896 9.576 -0.707
H -2.361 7.328 0.152
H -1.213 6.128 -0.458
H -1.846 7.384 -1.551
O 1.865 -2.205 -8.623
S 0.777 -1.213 -8.524
O 0.436 -0.723 -9.852
O 1.216 -0.080 -7.698
O -0.389 -1.838 -7.876
Be 2.845 1.727 3.409
Cl -0.959 -6.203 -3.412
O -2.987 6.941 6.987
S -1.750 6.384 7.437
O -0.661 7.220 7.827
O -1.241 5.329 6.370
C -1.104 5.762 4.990
C 0.134 6.599 4.763
C -2.072 5.237 8.735
H -2.003 6.294 4.674
H -1.040 4.852 4.395
H 0.064 7.559 5.278
H 0.259 6.790 3.691
H 1.019 6.089 5.150
H -2.874 4.572 8.425
H -2.372 5.809 9.610
H -1.163 4.681 8.945
Mg 1.757 -9.171 -4.978
```

Löwdin atomic charge list, values in e, 2 entries: 0.11, -0.01


No. 6
Below is 2 unconnected molecules or ions with the total composition C10H18N3 in a non-equilibrium geometry, with properties calculated with ωB97M-V with the def2-TZVPD basis set.

HOMO-LUMO gap   8.556 eV
Total energy   -15126.7788 eV
Highest occupied orbital energy   -11.5138 eV
Net charge   +1
Energy relative to the best compared isomer or geometry (same formula, charge and spin)   17.2 kcal/mol
LUMO   -2.96 eV
Maximum force   0.0347 Eh/bohr

The geometry in XYZ format:
```
31
C10H18N3 | the Open Molecules 2025 dataset | ωB97M-V with the def2-TZVPD basis set
C 4.025 -1.357 -0.387
C -0.002 -2.401 0.613
C 0.701 -3.143 -0.329
C 0.624 -1.379 1.322
C 2.059 -2.885 -0.507
C 1.948 -1.068 1.023
C 2.661 -1.759 0.047
H -1.046 -2.636 0.790
H 0.167 -3.971 -0.773
H 0.132 -0.857 2.133
H 2.663 -3.657 -0.972
H 2.491 -0.269 1.517
H 4.432 -0.519 0.184
H 3.937 -1.011 -1.421
H 4.805 -2.117 -0.359
C -1.790 0.444 -0.273
C -1.487 0.330 -1.776
C -1.932 2.848 0.197
N -2.541 1.679 -0.016
N -0.676 3.033 -0.144
N -2.639 3.848 0.771
H -2.412 -0.402 -0.011
H -0.846 0.372 0.265
H -1.182 1.277 -2.242
H -2.412 0.114 -2.310
H -3.463 1.605 0.381
H -0.042 2.280 -0.348
H -0.234 3.938 -0.075
H -3.609 4.032 0.518
H -2.147 4.684 1.037
H -0.645 -0.315 -2.025
```

Löwdin atomic charge list, values in e, 2 entries: -0.05, -0.12


No. 7
Below is C13H12N2OS3 in the gas phase in a non-equilibrium geometry, with properties calculated with ωB97M-V with the def2-TZVPD basis set.

HOMO-LUMO gap   8.529 eV
Total energy   -51207.9150 eV
SMILES   CC(C)n1c(=S)[nH]c2scc(-c3cccs3)c2c1=O
Highest occupied orbital energy   -8.3092 eV
LUMO   0.22 eV
Maximum force   0.0976 Eh/bohr

The geometry in XYZ format:
```
31
C13H12N2OS3 | the Open Molecules 2025 dataset | ωB97M-V with the def2-TZVPD basis set
O -0.532 -0.477 -0.127
S -1.532 4.194 1.224
S 2.240 -2.067 1.083
S -0.967 0.209 4.616
C -0.480 0.470 0.727
C -1.111 2.629 1.507
C 2.486 -3.748 0.993
C -0.181 -1.266 4.139
C 1.747 -4.485 1.830
C 0.792 -3.661 2.500
C 0.909 -2.275 2.223
C 0.060 -1.253 2.807
C -0.393 0.005 2.137
C -0.932 0.808 3.085
N -1.485 2.002 2.685
N -0.626 1.841 0.429
C -1.788 1.796 -1.878
C 0.787 1.864 -1.625
C -0.559 2.306 -1.026
H 3.251 -4.231 0.374
H 0.163 -1.958 4.908
H 1.617 -5.571 1.793
H 0.024 -3.969 3.267
H -2.084 2.437 3.336
H -1.810 0.710 -1.906
H -1.851 2.076 -2.970
H -2.763 2.252 -1.463
H 0.753 0.828 -1.624
H 1.017 2.345 -2.583
H 1.602 2.051 -0.956
H -0.712 3.303 -1.203
```

Löwdin atomic charge list, values in e, 2 entries: 0.03, 0.68


No. 8
Below is C5H8N2O2 in the gas phase in a non-equilibrium geometry, with properties calculated with ωB97M-V with the def2-TZVPD basis set.

HOMO-LUMO gap   9.540 eV
Total energy   -12384.0810 eV
SMILES   COC1=NN2C[C@@H]2CO1
Highest occupied orbital energy   -8.6196 eV
Energy relative to the best compared isomer or geometry (same formula, charge and spin)   158.1 kcal/mol
LUMO   0.92 eV
Maximum force   0.0772 Eh/bohr

The geometry in XYZ format:
```
17
C5H8N2O2 | the Open Molecules 2025 dataset | ωB97M-V with the def2-TZVPD basis set
C -2.904 -0.590 -0.266
C -0.839 0.461 0.262
C 1.677 -0.857 0.881
C 1.796 -0.069 -0.436
C 1.297 1.368 -0.309
H -2.240 -0.796 -1.309
H -3.766 0.068 -0.626
H -2.833 -1.329 0.579
H 2.408 -1.707 0.997
H 1.455 -0.288 1.779
H 2.565 -0.465 -1.305
H 1.183 1.883 -1.181
H 2.019 1.988 0.414
N -0.482 -0.672 -0.121
N 0.858 -1.167 -0.195
O -2.138 0.602 0.553
O -0.056 1.571 0.283
```

Löwdin atomic charge list, values in e, 2 entries: 0.03, -0.54